1.
86
Properties=species:S:1:pos:R:3 method="wB97M-V/def2-TZVPD" gap_ev=2.53
C -3.58 -4.97 -0.05
C -2.41 -3.98 -0.01
C -2.46 -3.12 -1.28
C -2.57 -3.10 1.23
C -1.05 -4.70 0.06
C 0.20 -3.95 0.28
O 0.19 -2.75 0.70
C 1.45 -4.70 0.06
C 2.81 -3.98 -0.02
C 3.98 -4.98 -0.07
C 2.97 -3.11 1.22
C 2.85 -3.12 -1.29
C 1.41 -6.08 -0.03
C 0.20 -6.78 -0.05
C -1.01 -6.08 -0.03
H -3.56 -5.62 0.83
H -4.54 -4.44 -0.07
H -3.53 -5.60 -0.95
H -1.63 -2.40 -1.29
H -2.38 -3.76 -2.17
H -3.41 -2.57 -1.34
H -1.75 -2.37 1.27
H -3.54 -2.58 1.22
H -2.52 -3.73 2.12
H 3.93 -5.60 -0.96
H 4.94 -4.44 -0.08
H 3.97 -5.62 0.82
H 2.16 -2.37 1.26
H 2.90 -3.73 2.12
H 3.94 -2.59 1.23
H 2.03 -2.40 -1.29
H 3.80 -2.57 -1.34
H 2.77 -3.75 -2.18
H 2.33 -6.64 -0.10
H 0.20 -7.86 -0.10
H -1.93 -6.65 -0.11
C 1.92 5.58 -2.19
N 0.90 4.92 -1.40
C -0.39 5.36 -1.41
O -0.81 6.37 -1.98
C -1.20 4.39 -0.54
C -2.22 3.62 -1.37
C -3.19 4.54 -2.04
C -3.08 4.85 -3.40
F -2.09 4.27 -4.13
C -3.92 5.77 -4.02
F -3.76 6.07 -5.33
C -4.93 6.38 -3.28
F -5.76 7.26 -3.87
C -5.09 6.06 -1.93
F -6.08 6.63 -1.22
C -4.22 5.15 -1.33
F -4.38 4.87 -0.01
N -0.16 3.53 0.04
C -0.46 2.55 0.92
C 0.46 1.63 1.44
C 0.13 0.53 2.24
C 1.09 -0.15 3.06
C 0.65 -1.02 4.09
C 1.55 -1.78 4.82
C 2.93 -1.69 4.57
C 3.39 -0.78 3.61
C 2.50 0.00 2.88
C 1.19 3.79 -0.51
C 1.69 2.60 -1.34
C 2.20 4.24 0.55
H 1.44 6.33 -2.84
H 2.65 6.09 -1.55
H 2.45 4.86 -2.81
H -1.71 4.96 0.26
H -1.69 3.04 -2.13
H -2.76 2.94 -0.70
H -1.50 2.52 1.25
H 1.50 1.76 1.15
H -0.92 0.30 2.37
H -0.42 -1.05 4.31
H 1.19 -2.43 5.62
H 3.63 -2.28 5.14
H 4.46 -0.66 3.46
H 2.88 0.73 2.17
H 0.99 2.42 -2.17
H 2.69 2.82 -1.74
H 1.75 1.69 -0.74
H 1.87 5.19 0.99
H 2.30 3.51 1.36
H 3.19 4.39 0.09

2.
33
Properties=species:S:1:pos:R:3 method="wB97M-V/def2-TZVPD" gap_ev=7.14
O -1.07 0.12 -2.49
H -1.43 0.80 -3.06
H -1.60 0.18 -1.69
O -2.43 0.73 -0.38
H -3.23 0.41 0.05
H -2.03 1.31 0.27
O 1.42 -0.97 1.32
H 1.07 -1.59 1.96
H 2.18 -0.58 1.75
O 0.26 1.91 -1.49
H 0.02 2.74 -1.91
H -0.52 1.37 -1.56
O -1.60 -1.38 2.34
H -1.70 -1.32 1.39
H -0.78 -1.85 2.47
O 0.54 0.70 3.04
H 0.84 0.51 2.15
H -0.41 0.58 2.99
O 2.08 -1.50 -0.71
H 3.04 -1.53 -0.72
H 1.85 -1.23 0.18
O 1.50 1.90 0.17
H 1.20 1.04 0.47
H 0.77 2.23 -0.36
O 0.23 0.05 0.08
H -0.55 -0.39 -0.24
H 0.75 -0.64 0.48
O 1.80 0.31 -2.13
H 1.75 -0.28 -1.38
H 1.16 1.00 -1.93
O -1.50 -1.53 -0.02
H -2.18 -0.93 -0.30
H -1.43 -2.17 -0.73

3.
8
Properties=species:S:1:pos:R:3 method="wB97M-V/def2-TZVPD" charge=-1 gap_ev="7.27 / 7.27"
N 0.40 -0.05 -0.29
N -0.73 -0.77 -1.29
N -1.62 0.05 -1.75
O -0.48 -1.92 -1.68
O -2.44 -0.40 -2.60
S -1.80 1.58 -1.11
H 0.39 -0.70 0.50
H -0.08 0.81 -0.04

4.
14
Properties=species:S:1:pos:R:3 method="wB97M-V/def2-TZVPD" gap_ev="8.00 / 8.00"
C -1.12 -0.13 1.62
C 1.78 -0.02 -0.62
C -0.63 0.90 -0.49
C 0.32 0.06 -1.15
O -2.12 -2.33 2.48
S -1.30 -1.77 1.40
Cl -1.64 0.91 2.81
H 1.91 -0.63 0.29
H 2.43 -0.27 -1.54
H 2.03 1.10 -0.54
H -1.59 1.08 -0.98
H -0.38 1.72 0.26
H 0.44 0.39 -2.28
H -0.14 -1.00 -1.26